(1)
# C5H9NS2

The molecule C5H9NS2 (ωB97M-V/def2-TZVPD, OMol25).

Structure (ORCA input):
```
! RIJCOSX wB97M-V def2-TZVPD def2/J DEFGRID3
* xyz 0 1
H 0.98 1.05 2.89
H 1.34 -1.86 -2.62
C -0.09 -0.39 1.31
H 1.89 -0.04 -2.37
S -0.60 0.36 -0.22
S 1.04 -1.60 1.36
H -0.88 2.44 3.46
C -0.18 -0.28 -2.91
H -0.56 -0.82 -3.63
N -0.96 1.86 2.52
H -1.98 1.41 2.02
H -0.11 0.84 -2.83
C -0.14 -0.77 -1.43
C 1.05 -0.86 -2.30
H -0.49 -1.76 -1.44
C -0.09 0.57 2.65
H -0.21 -0.14 3.55
*
```

SMILES: NCC(=S)SC1CC1
ΔE to the lowest compared entry with this formula, charge and spin: 442.9 kJ/mol
E_HOMO: -0.315 Eh
Electronic energy: -28487.0451 eV
HOMO-LUMO gap: 8.08 eV

---

(2)
# C41H60BrF2N4O11

A cluster of 7 separate species, C41H60BrF2N4O11 in total (ωB97M-V/def2-TZVPD, OMol25).

Structure (ORCA input):
```
! RIJCOSX wB97M-V def2-TZVPD def2/J DEFGRID3
* xyz 1 1
O -1.64 2.21 -7.45
N 0.20 -0.42 -0.08
C -1.67 4.09 -8.91
C 4.43 -3.71 4.84
C 10.02 1.31 -4.19
O -2.93 0.55 2.22
H -1.75 -6.63 7.34
C 2.21 2.68 4.40
H -0.65 -2.67 6.19
H -1.11 2.54 2.93
H 11.02 1.72 -4.34
H -6.20 4.55 -11.54
C 7.56 1.86 -4.69
H -3.01 -5.66 6.55
H -2.32 -3.17 5.83
H -3.12 -5.35 2.22
C -0.05 0.30 1.12
H 3.32 2.23 6.11
C 4.18 1.16 4.55
H 9.96 0.34 -4.68
H -5.89 7.76 -9.48
H 2.79 1.60 -2.97
O 6.91 -0.49 5.05
C -3.51 3.66 -7.17
H -2.82 -5.70 0.51
C 0.04 2.63 2.75
N -0.77 -0.36 2.24
C -0.13 -1.61 2.70
H 1.98 -0.93 4.42
F -2.93 -1.68 1.62
C 2.04 2.27 -2.41
H -3.79 2.95 -6.39
H -7.88 -3.64 7.74
O 5.40 1.10 -2.33
H -5.88 -3.74 1.71
C -4.89 -5.51 1.03
H -0.86 2.34 -5.26
H 2.68 2.91 3.38
O 0.01 -5.06 6.50
H -5.87 3.54 -10.12
H 5.76 1.50 -1.50
C -5.76 -2.49 5.22
O -5.22 -6.35 0.21
H -6.47 -2.44 4.40
H 4.35 -1.85 -3.35
H 7.26 1.78 -3.64
H 2.58 3.25 -2.17
H 6.72 -3.35 5.16
H -4.83 -2.93 4.86
H -3.38 4.65 -6.71
O -4.94 5.52 -8.90
C -5.90 -4.82 1.90
C -0.13 2.60 -4.38
C 9.01 2.25 -4.79
H -5.68 -5.03 2.95
C 1.08 2.52 0.12
H 0.80 0.84 4.05
O -5.74 -4.37 6.68
C -6.38 6.99 -10.08
C 3.00 -1.42 4.56
O 4.83 -0.40 -0.66
H 2.67 -1.73 -1.02
C 4.66 -0.08 -1.90
N 2.99 1.73 5.25
H 0.08 2.26 4.98
H -5.55 -1.49 5.61
C 1.11 -0.66 -2.29
H 7.58 -1.04 4.55
C -1.12 -4.68 6.75
C 3.74 -0.95 -2.93
H -1.83 -2.81 7.52
C -2.17 -5.62 7.25
H 2.01 3.68 4.95
H -3.31 -4.06 0.99
H 4.44 -4.86 4.91
O 9.35 3.28 -5.34
C 1.31 1.58 -1.16
C -3.44 -5.13 1.20
N 0.84 0.21 -1.07
C -2.23 -0.49 2.01
Br 1.59 4.42 0.23
H -8.40 -2.89 6.22
O -0.45 -2.04 3.87
H -7.48 -1.94 7.43
H -1.46 5.09 -8.53
H -7.44 4.35 -10.27
C 4.26 -0.48 4.67
H -2.38 4.14 -9.74
C 5.73 -2.80 5.00
H -6.21 7.21 -11.14
H -0.73 3.65 -9.28
C -5.81 5.64 -9.74
H -6.90 -5.20 1.67
C -6.37 4.44 -10.47
H 2.08 -3.64 4.51
C -2.22 3.22 -7.81
C 5.67 -1.20 4.90
H -2.52 -5.30 8.24
C 2.47 -1.54 -2.13
C -7.60 -2.92 6.97
C 3.04 -3.01 4.63
H 2.23 -2.57 -2.62
H 4.20 1.37 3.41
H 0.28 3.75 2.71
H 6.94 2.63 -5.16
F 0.87 -2.37 2.00
H 5.16 1.58 5.00
H 3.38 -0.28 -3.81
C -1.51 -3.24 6.56
C 0.89 2.62 -3.52
C 0.75 2.00 4.06
H 0.24 -1.45 -2.32
C -6.31 -3.36 6.32
H -4.30 3.69 -7.92
H 7.39 0.91 -5.20
H 1.03 -0.08 -3.28
H 9.84 1.21 -3.12
C 0.35 1.84 1.38
H -7.45 7.01 -9.87
*
```

E_HOMO: -0.361 Eh
Electronic energy: -147426.6409 eV
HOMO-LUMO gap: 4.75 eV

---

(3)
# C23H42Cl3CuN4O3Si

A structure of composition C23H42Cl3CuN4O3Si (ωB97M-V/def2-TZVPD, OMol25).

Structure (ORCA input):
```
! RIJCOSX wB97M-V def2-TZVPD def2/J DEFGRID3
* xyz -1 2
H 3.10 -0.55 -2.80
Cu 0.68 2.47 1.41
H 0.79 -1.63 -0.62
H 1.69 5.29 4.36
H 1.22 -2.79 1.58
C 0.64 -1.05 5.03
H -1.27 3.40 3.72
H 1.52 -0.63 5.54
H 0.54 -5.26 -3.51
H 0.99 -1.78 4.29
H -0.01 -1.54 5.76
H 1.83 5.19 2.58
C -1.60 1.04 -4.86
H 1.16 6.67 3.34
C -1.09 5.57 2.48
Cl 1.69 0.68 1.15
H 0.04 -4.22 -4.86
H -3.42 -2.52 -3.83
N -0.13 0.02 4.40
C 0.20 -2.70 1.20
H -0.66 -3.70 2.90
H -1.13 -5.28 -4.06
H -0.61 6.22 1.75
C -0.03 -2.07 -0.03
C 3.52 -1.37 0.39
C 1.22 5.57 3.41
C -2.39 -2.43 -4.19
C 3.01 -2.85 -1.48
C 3.67 -0.50 -1.87
H 3.55 0.49 -1.42
N -0.10 5.01 3.37
N 0.95 2.01 3.38
Cl -1.65 2.24 1.88
C -1.54 0.20 4.73
C 1.05 1.32 -3.38
H 0.15 -3.50 -2.04
Cl 1.03 4.33 0.28
H -1.21 0.27 -5.54
H -1.33 2.03 -5.26
O -0.06 3.77 5.34
C -0.54 -3.56 -2.88
H 2.31 -2.83 -2.32
O -0.83 -0.47 -2.46
H -2.15 0.11 3.82
H 2.61 -3.50 -0.70
H -0.79 2.91 -1.62
H -1.61 4.76 1.97
Si -0.80 0.98 -3.18
H 3.12 -2.20 1.02
H 1.20 2.28 -3.90
O 4.18 -0.45 0.85
H -2.30 -1.46 -4.69
C -1.50 -2.64 -3.00
H -2.38 2.73 -2.37
H -1.82 -0.56 5.47
H -2.68 -1.22 -1.92
H 4.73 -0.68 -2.09
C -2.17 -3.08 1.46
H -1.84 6.13 3.05
N 3.15 -1.50 -0.94
H 3.98 -3.25 -1.83
C -1.64 -1.55 -1.96
C -1.53 2.18 -1.96
H -3.00 -3.50 2.04
H 1.51 1.39 -2.39
H -1.70 1.21 5.13
H 1.53 0.52 -3.97
H -3.43 -2.33 -0.15
C -0.86 -3.22 1.95
H -2.18 -3.21 -4.93
C -1.33 -1.99 -0.53
C -0.27 -4.63 -3.89
C 0.49 1.02 3.84
C -2.41 -2.45 0.25
C -0.48 4.02 4.22
H -2.69 0.96 -4.79
H -1.86 1.64 -1.07
*
```

ΔE to the lowest compared entry with this formula, charge and spin: 0.0 kJ/mol
E_HOMO (spin up / spin down): -0.197 / -0.199 Eh
Electronic energy: -126724.2323 eV
HOMO-LUMO gap (spin up / spin down): 7.77 / 7.38 eV

---

Copy entry 3 word for word.
# C23H42Cl3CuN4O3Si

A structure of composition C23H42Cl3CuN4O3Si (ωB97M-V/def2-TZVPD, OMol25).

Structure (ORCA input):
```
! RIJCOSX wB97M-V def2-TZVPD def2/J DEFGRID3
* xyz -1 2
H 3.10 -0.55 -2.80
Cu 0.68 2.47 1.41
H 0.79 -1.63 -0.62
H 1.69 5.29 4.36
H 1.22 -2.79 1.58
C 0.64 -1.05 5.03
H -1.27 3.40 3.72
H 1.52 -0.63 5.54
H 0.54 -5.26 -3.51
H 0.99 -1.78 4.29
H -0.01 -1.54 5.76
H 1.83 5.19 2.58
C -1.60 1.04 -4.86
H 1.16 6.67 3.34
C -1.09 5.57 2.48
Cl 1.69 0.68 1.15
H 0.04 -4.22 -4.86
H -3.42 -2.52 -3.83
N -0.13 0.02 4.40
C 0.20 -2.70 1.20
H -0.66 -3.70 2.90
H -1.13 -5.28 -4.06
H -0.61 6.22 1.75
C -0.03 -2.07 -0.03
C 3.52 -1.37 0.39
C 1.22 5.57 3.41
C -2.39 -2.43 -4.19
C 3.01 -2.85 -1.48
C 3.67 -0.50 -1.87
H 3.55 0.49 -1.42
N -0.10 5.01 3.37
N 0.95 2.01 3.38
Cl -1.65 2.24 1.88
C -1.54 0.20 4.73
C 1.05 1.32 -3.38
H 0.15 -3.50 -2.04
Cl 1.03 4.33 0.28
H -1.21 0.27 -5.54
H -1.33 2.03 -5.26
O -0.06 3.77 5.34
C -0.54 -3.56 -2.88
H 2.31 -2.83 -2.32
O -0.83 -0.47 -2.46
H -2.15 0.11 3.82
H 2.61 -3.50 -0.70
H -0.79 2.91 -1.62
H -1.61 4.76 1.97
Si -0.80 0.98 -3.18
H 3.12 -2.20 1.02
H 1.20 2.28 -3.90
O 4.18 -0.45 0.85
H -2.30 -1.46 -4.69
C -1.50 -2.64 -3.00
H -2.38 2.73 -2.37
H -1.82 -0.56 5.47
H -2.68 -1.22 -1.92
H 4.73 -0.68 -2.09
C -2.17 -3.08 1.46
H -1.84 6.13 3.05
N 3.15 -1.50 -0.94
H 3.98 -3.25 -1.83
C -1.64 -1.55 -1.96
C -1.53 2.18 -1.96
H -3.00 -3.50 2.04
H 1.51 1.39 -2.39
H -1.70 1.21 5.13
H 1.53 0.52 -3.97
H -3.43 -2.33 -0.15
C -0.86 -3.22 1.95
H -2.18 -3.21 -4.93
C -1.33 -1.99 -0.53
C -0.27 -4.63 -3.89
C 0.49 1.02 3.84
C -2.41 -2.45 0.25
C -0.48 4.02 4.22
H -2.69 0.96 -4.79
H -1.86 1.64 -1.07
*
```

ΔE to the lowest compared entry with this formula, charge and spin: 0.0 kJ/mol
E_HOMO (spin up / spin down): -0.197 / -0.199 Eh
Electronic energy: -126724.2323 eV
HOMO-LUMO gap (spin up / spin down): 7.77 / 7.38 eV